Entry 1:
ORCA calculation (wB97M-V/def2-TZVPD) on a cluster of 2 separate species, HNO3S in total in a non-equilibrium geometry.

The calculation puts the total energy at -679.0651 hartree. The calculation puts the energy above the lowest of the compared OMol25 structures with the same formula, charge and spin at 54.5 kcal per mole. As for the gap between HOMO and LUMO (alpha / beta): 8.87 / 7.69 eV. The highest occupied orbital energy (alpha / beta) is -9.59 / -9.25 eV.

Last column: natural (NBO) charge in e.
Element x y z (Å)
1 N -3.18 -0.16 0.07  0.55
2 O -2.99 -1.10 0.72  -0.25
3 O -3.92 0.38 -0.65  -0.26
4 O 0.31 0.46 0.84  -0.81
5 S -0.88 1.45 0.16  0.28
6 H 0.88 -0.05 0.09  0.49

Entry 2:
ORCA calculation (wB97M-V/def2-TZVPD) on a cluster of 2 separate species, HNO4S in total in a non-equilibrium geometry.

The calculation puts the total energy at -754.2567 hartree. The calculation puts the energy above the lowest of the compared OMol25 structures with the same formula, charge and spin at 85.2 kcal per mole. As for the gap between HOMO and LUMO (alpha / beta): 9.65 / 6.77 eV. The highest occupied orbital energy (alpha / beta) is -9.13 / -8.14 eV.

Last column: natural (NBO) charge in e.
Element x y z (Å)
1 N -2.02 1.86 -0.46  0.18
2 O -2.29 1.08 0.31  -0.14
3 O -1.09 -0.48 0.98  -0.74
4 O 2.14 -0.54 0.20  -0.44
5 O 0.94 -0.59 -0.62  -0.50
6 S -0.46 -1.29 -0.06  1.16
7 H 2.79 -0.04 -0.35  0.47

Entry 3:
ORCA calculation (wB97M-V/def2-TZVPD) on an isolated molecule of HNO6S2 in a non-equilibrium geometry.

The calculation puts the total energy at -1303.0173 hartree. The calculation puts the energy above the lowest of the compared OMol25 structures with the same formula, charge and spin at 0.7 kcal per mole. As for the gap between HOMO and LUMO: 9.21 eV. The highest occupied orbital energy is -10.28 eV.

Last column: natural (NBO) charge in e.
Element x y z (Å)
1 N 0.69 -1.22 0.40  0.37
2 O 1.26 -1.72 1.32  -0.33
3 O -0.40 -1.50 -0.05  -0.43
4 O 0.39 1.29 -0.66  -0.97
5 O 2.04 -0.20 -1.53  -0.87
6 O -2.06 0.53 -0.41  -0.90
7 O -0.79 1.14 1.64  -0.86
8 S -1.16 1.60 0.34  1.81
9 S 1.65 0.40 -0.32  1.64
10 H -1.61 -0.31 -0.73  0.55

Entry 4:
ORCA calculation (wB97M-V/def2-TZVPD) on a structure of composition HO2PRu in a non-equilibrium geometry.

The calculation puts the total energy at -586.2539 hartree. The expectation value of S² is 12.0107. As for the total charge: +2. The calculation puts the energy above the lowest of the compared OMol25 structures with the same formula, charge and spin at 0.0 kcal per mole. The spin multiplicity is 7. As for the gap between HOMO and LUMO (alpha / beta): 5.21 / 8.22 eV. The highest occupied orbital energy (alpha / beta) is -18.33 / -22.89 eV.

Last column: natural (NBO) charge in e.
Element x y z (Å)
1 P -1.07 0.59 -0.14  1.80
2 O -0.04 1.76 0.08  -0.99
3 Ru 1.67 0.55 -0.08  1.63
4 O -0.07 -0.68 0.00  -1.17
5 H -0.49 -2.22 0.13  0.73